(1)
An isolated ion of composition C3H9ClN3 and charge +1 in a non-equilibrium geometry, computed with ωB97M-V/def2-TZVPD.

Last column: Löwdin charge in e.
Geometry (Å):
Cl (-1.099, -2.190, -0.681)  0.655
N (0.544, 0.101, -0.229)  0.101
N (0.506, 2.171, -1.177)  0.198
N (-1.504, 1.246, -0.853)  0.156
C (-0.168, 1.157, -0.614)  -0.471
C (0.818, -1.990, 1.384)  -0.094
C (-0.295, -1.284, 0.633)  -0.544
H (-1.093, -0.662, 1.064)  0.084
H (1.502, 2.365, -1.218)  0.142
H (-2.044, 0.405, -1.067)  0.097
H (1.458, -1.255, 1.879)  0.090
H (-2.051, 1.883, -0.282)  0.134
H (1.488, -2.295, 0.636)  0.063
H (0.466, -2.855, 1.940)  0.103
H (1.501, 0.326, 0.205)  0.170
H (-0.030, 2.876, -1.621)  0.116

- lowest unoccupied orbital energy (eV) = -3.348
- SMILES = C[C@H](Cl)[NH+]=C(N)N
- total charge = +1
- frontier orbital gap (eV) = 11.621



(2)
C14H22BF5N6SV as an isolated structure, computed with ωB97M-V/def2-TZVPD.

Last column: Löwdin charge in e.
Geometry (Å):
V (0.249, -0.451, 0.031)  0.547
S (2.656, -0.046, 0.197)  0.934
F (-0.156, -2.771, 1.716)  -0.053
F (-1.344, -3.455, -0.726)  0.132
F (1.810, -2.985, 0.720)  -0.042
F (0.635, -3.749, -1.562)  0.129
F (0.006, -4.886, 0.172)  0.141
N (0.246, 1.847, 0.302)  -0.120
N (-1.853, -0.416, 0.036)  -0.044
N (-2.582, 0.177, -0.946)  -0.055
N (0.408, -0.058, 2.275)  -0.119
N (-0.785, 0.202, -2.765)  -0.055
N (0.230, -0.367, -2.053)  -0.052
C (0.041, 1.312, 2.681)  -0.166
C (-0.541, 2.103, 1.515)  -0.182
C (0.497, -2.542, 0.465)  -0.360
C (2.880, 0.128, 2.000)  -0.386
C (-0.528, 0.104, -4.066)  -0.080
C (-0.056, -3.679, -0.410)  -0.604
C (-2.736, -0.952, 0.882)  -0.143
C (1.104, -0.829, -2.956)  -0.147
C (-3.884, 0.028, -0.695)  -0.080
C (2.659, 1.684, -0.341)  -0.417
C (-4.040, -0.703, 0.471)  -0.049
C (1.560, 2.518, 0.302)  -0.238
C (1.725, -0.500, 2.771)  -0.247
C (0.685, -0.549, -4.246)  -0.048
B (-1.948, 1.001, -2.101)  -0.390
H (-2.800, 1.173, -2.937)  0.077
H (3.808, -0.365, 2.287)  0.084
H (1.492, 3.490, -0.197)  0.128
H (1.162, -0.807, -5.175)  0.093
H (-0.297, 2.130, -0.511)  0.060
H (2.505, 1.608, -1.420)  0.076
H (0.945, 1.800, 3.050)  0.107
H (-1.540, 2.078, -1.698)  0.064
H (3.000, 1.186, 2.236)  0.072
H (1.844, -0.269, 3.837)  0.126
H (1.756, -1.580, 2.655)  0.103
H (-4.609, 0.429, -1.384)  0.120
H (-2.376, -1.546, 1.708)  0.106
H (1.830, 2.732, 1.336)  0.099
H (-1.561, 1.781, 1.309)  0.112
H (3.631, 2.153, -0.182)  0.085
H (-0.281, -0.731, 2.592)  0.104
H (1.972, -1.370, -2.612)  0.110
H (-0.662, 1.304, 3.518)  0.128
H (-1.229, 0.501, -4.782)  0.122
H (-4.958, -1.027, 0.930)  0.092
H (-0.571, 3.168, 1.774)  0.126

- lowest unoccupied orbital energy (spin up / spin down) (eV) = 0.306 / 0.302
- total charge = 0
- multiplicity = 2
- frontier orbital gap (spin up / spin down) (eV) = 6.791 / 6.219



(3)
C19H36CrNO5SSe2Si as an isolated structure in a non-equilibrium geometry, computed with ωB97M-V/def2-TZVPD.

Last column: Löwdin charge in e.
Geometry (Å):
Se (2.448, 0.745, 1.140)  0.751
Se (-0.771, -0.414, 2.536)  0.695
Cr (0.052, 0.733, 0.608)  0.130
S (-2.296, 0.913, -0.063)  0.675
Si (-4.223, -1.002, -2.426)  0.513
O (0.372, 2.283, -1.016)  -0.258
O (2.334, -3.084, 4.997)  -0.056
O (1.419, -2.411, 1.076)  -0.107
O (-0.042, 2.761, 1.710)  -0.334
O (2.664, 0.648, -2.024)  -0.253
N (-0.355, -0.542, -0.873)  -0.094
C (-5.251, 0.267, -1.522)  -0.211
C (2.480, 2.022, -2.241)  -0.220
C (2.046, -1.394, 3.259)  -0.557
C (-2.355, -1.015, -2.129)  -0.229
C (-4.798, -2.714, -1.917)  -0.175
C (0.225, 2.987, 3.085)  -0.092
C (2.285, -2.485, 2.201)  -0.210
C (-0.230, -2.081, -2.656)  -0.050
C (0.582, -1.283, 3.689)  -0.480
C (1.002, 2.296, -2.299)  -0.136
C (-1.592, -1.892, -2.889)  -0.076
C (-4.529, -0.782, -4.265)  -0.182
C (0.349, -1.395, -1.618)  -0.116
C (0.501, 3.764, 0.869)  -0.205
C (2.849, -1.858, 4.487)  -0.229
C (2.629, -0.012, 2.939)  -0.511
C (-0.066, 3.546, -0.504)  -0.169
C (-1.668, -0.309, -1.118)  -0.687
C (4.024, 0.294, -1.899)  -0.134
H (1.302, 2.974, 3.271)  0.090
H (0.213, 4.757, 1.228)  0.139
H (0.526, 1.524, -2.907)  0.140
H (2.789, -3.295, 5.816)  0.090
H (2.791, -1.072, 5.249)  0.130
H (0.544, -0.706, 4.614)  0.061
H (2.944, 2.610, -1.436)  0.127
H (4.517, 0.891, -1.126)  0.066
H (-0.190, 3.954, 3.384)  0.098
H (-5.608, -0.799, -4.448)  0.032
H (-4.080, -1.582, -4.861)  0.024
H (0.192, -2.276, 3.898)  0.063
H (-0.260, 2.184, 3.633)  0.053
H (-5.884, -2.803, -2.010)  0.032
H (-6.292, 0.146, -1.837)  0.033
H (0.357, -2.761, -3.258)  0.104
H (3.336, -2.423, 1.884)  0.130
H (1.392, -1.504, -1.352)  0.108
H (-4.143, 0.172, -4.633)  0.033
H (2.132, -3.442, 2.701)  0.123
H (1.549, -3.208, 0.557)  0.090
H (3.902, -1.972, 4.198)  0.126
H (-2.071, -2.454, -3.687)  0.103
H (4.060, -0.751, -1.597)  0.087
H (-4.938, 1.289, -1.743)  0.023
H (-5.197, 0.132, -0.440)  0.019
H (2.211, 0.709, 3.642)  0.054
H (2.932, 2.325, -3.196)  0.135
H (4.549, 0.423, -2.852)  0.090
H (-4.342, -3.491, -2.538)  0.029
H (0.825, 3.267, -2.762)  0.128
H (0.236, 4.357, -1.167)  0.134
H (1.593, 3.683, 0.861)  0.113
H (-4.530, -2.916, -0.876)  0.038
H (3.710, -0.038, 3.092)  0.056
H (-1.154, 3.511, -0.439)  0.109

- lowest unoccupied orbital energy (spin up / spin down) (eV) = 0.358 / 0.531
- total charge = 0
- multiplicity = 4
- frontier orbital gap (spin up / spin down) (eV) = 7.250 / 7.744



(4)
C2H3OS5SbTl as an isolated structure in a non-equilibrium geometry, computed with ωB97M-V/def2-TZVPD.

Last column: Löwdin charge in e.
Geometry (Å):
Tl (8.800, 5.840, 7.214)  -0.018
Sb (10.081, 3.822, 4.812)  0.047
S (7.873, 8.266, 4.904)  0.410
S (7.797, 4.001, 5.606)  -0.429
S (11.087, 5.837, 5.807)  -0.437
S (9.578, 4.445, 2.574)  -0.262
S (7.172, 11.112, 5.309)  0.441
O (5.576, 9.017, 5.698)  -0.283
C (4.640, 10.030, 6.146)  -0.195
C (6.823, 9.505, 5.372)  -1.455
H (5.068, 10.635, 6.998)  0.062
H (3.695, 9.512, 6.412)  0.074
H (4.436, 10.819, 5.394)  0.047

- lowest unoccupied orbital energy (spin up / spin down) (eV) = 4.798 / 3.746
- total charge = -2
- multiplicity = 2
- frontier orbital gap (spin up / spin down) (eV) = 5.741 / 4.665



(5)
C4H9HoO4 as an isolated structure in a non-equilibrium geometry, computed with ωB97M-V/def2-TZVPD.

Last column: Löwdin charge in e.
Geometry (Å):
Ho (-1.448, 1.914, 1.982)  1.901
O (0.627, -1.609, -1.308)  -0.017
O (-1.486, 3.440, 0.557)  -0.376
O (0.082, 1.799, 0.324)  -0.402
O (-1.866, -0.140, 1.386)  -0.380
C (1.639, -2.447, -0.845)  -0.067
C (-0.023, -0.278, -0.290)  0.075
C (-0.434, 3.005, -0.231)  -0.480
C (-0.970, -0.988, 0.877)  -0.365
H (2.505, -1.812, -0.584)  0.130
H (-0.211, -1.337, 1.605)  0.113
H (0.387, 3.754, -0.256)  0.122
H (0.931, -0.147, 0.252)  0.124
H (-0.761, 2.803, -1.275)  0.124
H (-1.434, -1.847, 0.360)  0.126
H (1.879, -3.202, -1.603)  0.111
H (-0.759, 0.021, -1.052)  0.143
H (1.344, -2.929, 0.102)  0.118

- lowest unoccupied orbital energy (spin up / spin down) (eV) = -4.922 / -6.956
- total charge = +1
- multiplicity = 6
- frontier orbital gap (spin up / spin down) (eV) = 7.776 / 5.737



(6)
A 2-piece molecular cluster, C13H17OP overall in a non-equilibrium geometry, computed with ωB97M-V/def2-TZVPD.

Last column: Löwdin charge in e.
Geometry (Å):
P (-0.949, 1.492, 0.816)  0.727
O (-1.260, 2.215, 2.072)  -0.399
C (-0.902, 2.681, -0.585)  -0.165
C (-4.097, -1.499, 0.571)  0.036
C (0.985, -0.313, -0.502)  -0.227
C (2.268, -1.130, -0.352)  -0.168
C (-3.628, -2.063, -2.050)  -0.171
C (0.582, 0.232, 0.804)  -0.357
C (1.712, 0.974, 1.554)  -0.190
C (-3.003, -0.966, -1.459)  -0.127
C (-4.670, -2.507, -0.108)  0.037
C (-4.513, -2.858, -1.371)  -0.011
C (3.451, -0.232, 0.274)  -0.182
C (2.987, 0.096, 1.654)  -0.210
C (-3.199, -0.809, -0.076)  -0.051
H (0.196, -0.470, 1.468)  0.094
H (0.163, 2.951, -0.761)  0.058
H (0.211, -0.996, -0.829)  0.101
H (1.442, 1.170, 2.569)  0.100
H (2.728, -1.379, -1.288)  0.095
H (-1.890, 0.535, 0.562)  -0.035
H (-1.094, 1.987, -1.404)  0.024
H (2.716, -0.848, 2.100)  0.108
H (4.332, -0.789, 0.058)  0.094
H (-1.512, 3.515, -0.513)  0.022
H (-2.151, -0.390, -2.018)  0.128
H (1.140, 0.477, -1.242)  0.117
H (1.956, 1.912, 1.061)  0.112
H (2.130, -2.002, 0.249)  0.103
H (3.398, 0.669, -0.341)  0.108
H (3.771, 0.571, 2.223)  0.106
H (-3.296, -2.228, -3.133)  0.124

- lowest unoccupied orbital energy (spin up / spin down) (eV) = -1.234 / -1.398
- SMILES = C[P@H](=O)C1CCCCC1.c1c#cccc#1
- total charge = 0
- frontier orbital gap (spin up / spin down) (eV) = 7.934 / 7.399



(7)
C11H12N2O6Sm as an isolated structure in a non-equilibrium geometry, computed with ωB97M-V/def2-TZVPD.

Last column: Löwdin charge in e.
Geometry (Å):
Sm (-0.023, 0.509, -2.244)  1.398
O (2.685, -1.723, -3.229)  0.243
O (-3.183, 1.886, -3.464)  0.238
O (-0.013, -0.005, -5.856)  0.255
O (-1.578, -2.678, -3.103)  0.245
O (-0.075, 1.024, -0.197)  -0.252
O (2.025, 3.300, -3.446)  0.234
N (1.147, 0.341, 1.602)  -0.044
N (-1.192, 0.161, 1.592)  -0.046
C (1.854, -0.987, -2.919)  -0.008
C (-0.007, 0.158, -4.717)  -0.081
C (-0.041, 0.529, 1.007)  -0.372
C (-1.101, -1.660, -2.846)  -0.004
C (1.382, 2.409, -3.093)  0.031
C (-1.193, -0.779, 2.692)  -0.124
C (0.045, -0.685, 3.531)  -0.122
C (-2.448, 0.178, 0.846)  0.007
C (1.290, -0.588, 2.704)  -0.124
C (-2.170, 1.464, -3.110)  0.021
C (2.387, 0.528, 0.850)  0.003
H (2.141, -0.246, 3.299)  0.155
H (-2.778, -0.845, 0.614)  0.114
H (1.521, -1.580, 2.287)  0.149
H (-2.351, 0.736, -0.086)  0.058
H (3.119, 1.086, 1.442)  0.127
H (0.111, -1.611, 4.105)  0.146
H (-1.258, -1.794, 2.269)  0.150
H (2.839, -0.438, 0.583)  0.112
H (-0.022, 0.134, 4.250)  0.144
H (-2.094, -0.585, 3.277)  0.154
H (2.219, 1.097, -0.066)  0.063
H (-3.238, 0.664, 1.428)  0.128

- lowest unoccupied orbital energy (spin up / spin down) (eV) = -13.653 / -13.419
- total charge = +3
- multiplicity = 6
- frontier orbital gap (spin up / spin down) (eV) = 5.267 / 5.504



(8)
A 2-piece molecular cluster, CCl6P overall in a non-equilibrium geometry, computed with ωB97M-V/def2-TZVPD.

Last column: Löwdin charge in e.
Geometry (Å):
Cl (1.544, 1.897, -1.171)  0.663
Cl (-0.263, 0.516, -1.612)  -0.206
Cl (2.147, 1.561, 1.603)  0.675
Cl (-1.781, -1.760, -0.168)  0.215
Cl (-1.085, -4.749, -0.381)  0.247
Cl (0.374, 3.709, 0.659)  0.674
P (-2.259, -3.499, 0.740)  0.422
C (1.322, 2.325, 0.332)  -1.689

- lowest unoccupied orbital energy (spin up / spin down) (eV) = -8.132 / -8.132
- total charge = +1
- frontier orbital gap (spin up / spin down) (eV) = 3.627 / 3.614